Arrangement A

Here is 2 unconnected molecules or ions with the total composition C2H4O3S from the Open Molecules 2025 dataset. Energies are from wB97M-V/def2-TZVPD.

## Properties
- Kohn-Sham gap (spin up / spin down): 7.1 / 7.1 eV
- M: 108.12 g mol⁻¹

```
10
C2H4O3S, DFT wB97M-V/def2-TZVPD
C -0.277 0.805 0.580
C 0.373 -0.404 0.979
O -0.976 1.709 0.732
O 0.147 -0.499 2.385
O -0.577 0.295 -2.652
S 0.924 0.405 -1.865
H 0.050 -1.275 0.255
H 1.426 -0.157 0.729
H -0.724 -0.940 2.404
H -0.366 0.061 -3.547
```

Arrangement B

Here is 2 unconnected molecules or ions with the total composition C2H4O3S from the Open Molecules 2025 dataset. Energies are from wB97M-V/def2-TZVPD.

## Properties
- Kohn-Sham gap: 9.0 eV
- M: 108.12 g mol⁻¹

```
10
C2H4O3S, DFT wB97M-V/def2-TZVPD
C -1.760 0.494 -0.090
C -0.905 -0.637 0.185
O -1.751 0.950 -1.220
O -2.318 1.113 0.960
O -1.122 -1.825 -0.178
S 3.935 0.533 -0.080
H 4.265 -0.036 1.074
H -2.663 1.979 0.691
H -2.002 -2.045 -0.565
H 4.322 -0.528 -0.776
```

Energies in kcal/mol, measured from the most stable structure: arrangement A 18.5; arrangement B 0.0.